ORCA calculation (ωB97M-V/def2-TZVPD) on a cluster of 8 separate species, C28H36F9NO22S in total.

Last column: Löwdin charge in e.
CARTESIAN COORDINATES (ANGSTROEM)
C -0.3385 -2.2777 -2.3377  0.023
C 0.9003 -2.9171 -1.6394  -0.375
C 1.8063 -2.0191 -0.8408  -0.128
C 2.8916 -2.6880 0.0602  -0.140
C 2.1358 -3.4118 1.1704  -0.095
C 1.0996 -4.4658 0.6320  -0.471
N 0.3530 -3.9235 -0.5595  0.004
O -0.7210 -4.3273 -0.7763  0.224
C 0.0904 -4.7917 1.6404  -0.021
C 1.7770 -5.6555 0.0471  0.001
C 1.6130 -3.8155 -2.6887  0.021
H -0.9415 -1.7222 -1.7128  0.043
H -0.7856 -3.0718 -2.9671  0.114
H 0.0689 -1.5618 -3.0207  0.078
H 1.1845 -1.3510 -0.2224  0.099
H 2.3070 -1.4242 -1.6149  0.131
H 3.6664 -1.9573 0.4246  0.118
H 3.4684 -3.3296 -0.6506  0.108
H 1.7004 -2.6427 1.8373  0.137
H 2.9041 -3.8612 1.7660  0.119
H -0.5838 -5.5588 1.3042  0.094
H -0.4252 -3.8524 2.0114  0.123
H 0.5839 -5.1599 2.5148  0.099
H 2.0959 -6.3068 0.8297  0.099
H 2.6218 -5.3897 -0.6018  0.086
H 1.0134 -6.2279 -0.5344  0.121
H 1.7691 -3.1405 -3.4983  0.058
H 0.9719 -4.6400 -2.8965  0.086
H 2.5297 -4.2378 -2.2173  0.082
C -1.0949 0.8588 -0.5004  -0.546
F -0.1180 0.3135 -1.1957  0.126
F -0.7454 2.1081 -0.1576  0.100
F -2.2081 1.0286 -1.3431  0.071
S -1.4722 -0.1781 1.1192  0.541
O -0.8158 0.5527 2.2034  -0.329
O -2.9483 -0.1413 1.1292  -0.292
O -0.8456 -1.4572 0.8851  -0.321
C -2.7649 3.9595 -2.1586  -0.057
C -2.0520 5.0355 -1.3919  -0.234
O -0.8690 5.1646 -2.1245  0.126
C -0.6848 4.0829 -2.9478  -0.523
O 0.2337 3.9598 -3.6905  0.165
O -1.7603 3.2795 -2.9388  0.087
F -1.6681 4.5408 -0.0968  -0.004
H -3.5393 4.3801 -2.8204  0.149
H -3.2856 3.2845 -1.4600  0.144
H -2.5124 6.0279 -1.2757  0.176
C 0.2601 3.6346 2.8374  -0.106
C 1.3937 2.9066 2.2379  -0.322
O 2.4376 3.1636 3.1365  0.109
C 2.1253 4.3358 3.8572  -0.496
O 2.9131 4.9445 4.4728  0.201
O 0.7869 4.5386 3.7469  0.111
F 1.6594 3.4474 0.9961  0.045
H -0.3745 2.8519 3.2412  0.123
H -0.2555 4.1299 2.0221  0.135
H 1.2516 1.8394 2.1266  0.149
C -5.7361 -2.4799 1.5348  -0.018
C -6.5278 -1.6510 0.4807  -0.261
O -7.0810 -2.7542 -0.3107  0.108
C -6.2657 -3.8309 -0.2209  -0.579
O -6.3168 -4.7891 -0.9045  0.175
O -5.2491 -3.5626 0.6542  0.048
F -5.7404 -0.8363 -0.2821  0.063
H -6.4101 -2.9147 2.2797  0.142
H -4.9721 -1.8158 1.9489  0.114
H -7.2613 -0.9642 0.9007  0.151
C 2.9807 1.8387 -4.9214  -0.045
C 1.5051 1.5940 -5.2307  -0.316
O 1.2341 0.3630 -4.6703  0.106
C 2.4864 -0.3512 -4.7175  -0.506
O 2.4891 -1.4990 -4.6045  0.197
O 3.4782 0.5174 -4.9146  0.097
F 1.3306 1.5635 -6.6111  0.046
H 3.2285 2.3377 -3.9724  0.149
H 3.4427 2.4172 -5.7004  0.135
H 0.8416 2.3212 -4.7990  0.123
C -3.3579 2.3943 2.9901  -0.073
C -3.2167 1.3098 4.0392  -0.264
O -4.2187 0.4025 3.7498  0.144
C -5.0753 0.9390 2.8636  -0.564
O -6.0877 0.4528 2.5560  0.191
O -4.5853 2.1018 2.3256  0.082
F -3.5585 1.9282 5.2709  0.001
H -2.5173 2.4026 2.2969  0.105
H -3.4677 3.3328 3.4665  0.128
H -2.2426 0.9068 4.2536  0.151
C 6.0591 2.8687 2.1469  -0.030
C 5.9260 2.5712 0.6818  -0.253
O 5.2623 1.3428 0.5372  0.151
C 5.2804 0.7629 1.7480  -0.584
O 4.8716 -0.3278 1.9436  0.171
O 5.7379 1.5809 2.6944  0.096
F 7.2079 2.4884 0.0447  0.004
H 5.3227 3.6085 2.4758  0.138
H 7.0159 3.2051 2.4828  0.137
H 5.3837 3.3606 0.1253  0.173

Computed properties:
Energy (Ha): -4095.5571
Total charge: 0
2S+1: 1
Frontier orbital gap (hartree): 0.28439
Highest occupied orbital energy (eV): -10.14

=====

ORCA calculation (ωB97M-V/def2-TZVPD) on a structure of composition C28H37BiN7P2.

Last column: Löwdin charge in e.
CARTESIAN COORDINATES (ANGSTROEM)
Bi -1.0613 -0.2941 0.6401  1.582
N -0.3392 1.2312 2.7742  -0.019
C 0.8492 0.6237 3.3318  -0.338
C 0.9932 0.4511 4.6989  -0.002
C 2.1487 -0.1327 5.1990  -0.016
C 3.1650 -0.5388 4.3415  -0.029
C 3.0164 -0.3836 2.9750  -0.044
C 1.8531 0.1934 2.4585  -0.340
P 1.5784 0.3041 0.6932  0.955
C 2.5149 -0.9610 -0.1497  -0.389
C 2.0505 -2.2771 -0.1408  -0.114
C 2.8226 -3.2908 -0.6804  -0.055
C 4.0596 -2.9896 -1.2436  -0.032
C 4.5209 -1.6811 -1.2653  -0.034
C 3.7544 -0.6627 -0.7168  -0.063
C 2.0120 1.9274 0.0837  -0.399
C 2.3910 2.9312 0.9794  -0.067
C 2.6648 4.2078 0.5061  -0.034
C 2.5669 4.4793 -0.8526  -0.033
C 2.1999 3.4788 -1.7486  -0.047
C 1.9211 2.2024 -1.2872  -0.113
H -0.1550 2.1930 2.4941  0.094
H -1.0706 1.2814 3.4789  0.107
H 0.2134 0.7835 5.3733  0.129
H 2.2579 -0.2647 6.2669  0.130
H 4.0657 -0.9848 4.7393  0.128
H 3.7972 -0.7271 2.3079  0.119
H 1.0941 -2.5397 0.3068  0.080
H 2.4753 -4.3148 -0.6508  0.118
H 4.6681 -3.7812 -1.6595  0.125
H 5.4848 -1.4525 -1.6988  0.126
H 4.1263 0.3547 -0.7274  0.118
H 2.5020 2.7160 2.0357  0.115
H 2.9741 4.9832 1.1938  0.127
H 2.7956 5.4710 -1.2199  0.128
H 2.1439 3.6950 -2.8069  0.124
H 1.6423 1.4228 -1.9870  0.111
N -0.5305 -1.4506 -6.1361  0.228
C -0.3601 -1.7407 -4.8575  -0.443
N 0.1331 -2.9279 -4.5002  0.222
N -0.6903 -0.8015 -3.9723  0.164
C -0.7295 -0.7563 -2.7216  -0.301
N -0.7960 -0.5507 -1.5680  -0.065
H -0.3036 -2.0966 -6.8747  0.143
H -0.9146 -0.5529 -6.3840  0.143
H 0.3579 -3.6384 -5.1783  0.138
H 0.2635 -3.1491 -3.5291  0.117
C -4.3586 -3.4420 -0.5951  -0.276
P -2.9148 -2.9586 0.3978  0.657
C -3.6067 -2.8446 2.0840  -0.298
C -1.9308 -4.4934 0.4892  -0.291
H -4.8445 -4.3134 -0.1524  0.062
H -4.0600 -3.6888 -1.6136  0.046
H -5.0793 -2.6259 -0.6431  0.042
H -3.9952 -3.8082 2.4186  0.061
H -4.4276 -2.1260 2.1034  0.042
H -2.8511 -2.5250 2.8055  0.031
H -2.5589 -5.3389 0.7761  0.060
H -1.1393 -4.3935 1.2340  0.038
H -1.4719 -4.7171 -0.4740  0.035
C -1.3803 5.3550 -0.3850  0.019
C -1.9028 3.9769 -0.1753  -0.241
C -3.1960 3.4984 -0.0453  0.066
C -3.0918 2.1173 0.0769  -0.324
N -1.7968 1.7615 0.0161  -0.173
N -1.0835 2.9133 -0.1014  0.075
C -4.1578 1.0887 0.2564  -0.027
H -2.2066 6.0555 -0.4718  0.100
H -0.7874 5.4087 -1.2984  0.095
H -0.7552 5.6655 0.4526  0.097
H -4.1000 4.0824 -0.0567  0.139
H -0.0964 2.8827 -0.3237  0.115
H -5.1332 1.5081 0.0204  0.104
H -4.2038 0.7370 1.2902  0.086
H -3.9971 0.2342 -0.4063  0.067

Computed properties:
Energy (Ha): -2368.9520
Total charge: +3
2S+1: 1
Frontier orbital gap (hartree): 0.25641
Highest occupied orbital energy (eV): -15.80

=====

ORCA calculation (ωB97M-V/def2-TZVPD) on a structure of composition C28H37BrCoN5O2S.

Last column: Löwdin charge in e.
CARTESIAN COORDINATES (ANGSTROEM)
Co -0.4387 -0.0090 0.6240  0.191
Br 0.0015 6.7498 7.4933  0.785
C 0.7007 6.6300 5.7527  -0.692
C 1.4922 5.5382 5.4082  -0.113
C 2.0031 5.4414 4.1305  -0.008
C 1.7195 6.4421 3.1863  -0.292
C 0.9425 7.5499 3.5578  -0.012
C 0.4276 7.6385 4.8339  -0.113
N 2.1647 6.4182 1.8845  0.097
N 2.8317 5.4050 1.4455  0.102
C 2.3811 4.2468 1.1041  -0.207
C 3.4063 3.2682 0.7449  0.031
C 3.1455 1.9629 0.5733  0.033
C 1.7783 1.4980 0.6830  -0.268
O 1.4262 0.3086 0.5940  -0.025
C 0.7089 2.4863 0.8830  -0.121
N -0.5194 1.9351 0.8485  0.073
C -1.5576 2.7522 1.0064  -0.060
C -1.4038 4.1252 1.1598  -0.002
C -0.1405 4.6835 1.1942  0.030
C 0.9643 3.8369 1.0772  -0.052
H 1.7083 4.7766 6.1438  0.107
H 2.6318 4.6031 3.8633  0.114
H 0.7562 8.3239 2.8261  0.121
H -0.1794 8.4843 5.1234  0.107
H 4.4156 3.6512 0.6779  0.127
H 3.9233 1.2433 0.3609  0.127
H -2.5347 2.2920 1.0001  0.110
H -2.2815 4.7479 1.2575  0.120
H -0.0185 5.7502 1.3010  0.111
C -4.1953 -1.1618 -0.6414  -0.134
C -3.8823 -1.9742 0.6295  -0.149
C -3.1928 -0.9624 1.5245  -0.171
O -2.4449 -0.1407 0.6086  -0.306
C -3.2799 0.0711 -0.5429  -0.162
H -5.2392 -0.8554 -0.6715  0.116
H -4.0095 -1.7377 -1.5492  0.094
H -3.1870 -2.7869 0.4157  0.084
H -4.7734 -2.3953 1.0904  0.121
H -2.4927 -1.3868 2.2388  0.115
H -3.9124 -0.3235 2.0471  0.135
H -2.6227 0.2183 -1.3980  0.119
H -3.8668 0.9805 -0.3864  0.119
C 2.7969 -4.9980 -2.9653  -0.110
C 3.6377 -4.7665 -1.7136  -0.254
C 2.9369 -3.9795 -0.6101  -0.196
C 2.5427 -2.5531 -0.9816  -0.195
N 1.2914 -2.4629 -1.7379  0.045
C 0.0876 -2.3205 -1.1951  -0.705
S -0.1597 -2.2933 0.5129  0.772
N -0.9734 -2.2304 -2.0088  0.020
C -0.9675 -2.3750 -3.4589  -0.166
C -0.8982 -3.8217 -3.9471  -0.193
C -2.1977 -4.6116 -3.7973  -0.245
C -2.6048 -4.9283 -2.3594  -0.093
H 3.2763 -5.7139 -3.6321  0.077
H 2.6566 -4.0811 -3.5448  0.062
H 1.8120 -5.3952 -2.7080  0.066
H 4.5631 -4.2503 -1.9865  0.109
H 3.9366 -5.7344 -1.3064  0.109
H 3.6033 -3.9162 0.2531  0.117
H 2.0414 -4.5082 -0.2709  0.110
H 3.3163 -2.0866 -1.5965  0.131
H 2.4110 -1.9497 -0.0883  0.073
H 1.3495 -2.5793 -2.7369  0.111
H -1.8528 -2.2749 -1.5229  0.075
H -0.1389 -1.7861 -3.8610  0.119
H -1.8781 -1.8985 -3.8274  0.128
H -0.0932 -4.3402 -3.4166  0.089
H -0.6159 -3.8014 -5.0025  0.119
H -2.0813 -5.5493 -4.3434  0.109
H -3.0050 -4.0688 -4.2984  0.110
H -1.7560 -5.2889 -1.7749  0.081
H -3.3739 -5.6996 -2.3382  0.078
H -3.0192 -4.0618 -1.8396  0.044

Computed properties:
Energy (Ha): -5868.1216
Total charge: +1
2S+1: 2
Frontier orbital gap (spin up / spin down) (hartree): 0.20686 / 0.20705
Highest occupied orbital energy (spin up / spin down) (eV): -9.65 / -9.66

=====

energy of number 2 (C28H37BiN7P2)?
-2368.9520 Ha